# C42H110GaO13

A structure of composition C42H110GaO13 at a distorted geometry (wB97M-V/def2-TZVPD, the OMol25 dataset).

Last column: Mulliken charge in e.
Geometry (Å):
C 0.3942 -0.7573 -0.1913  -0.813
C 0.8805 0.4149 -1.2661  0.073
C -0.2020 1.6528 -1.3079  -0.638
C -1.7097 0.9992 -1.5754  0.123
O -2.5762 1.9384 -2.3037  -0.543
Ga -4.3519 1.2111 -2.5160  0.291
C -5.5958 2.4263 -1.3832  -0.539
C -7.2096 2.1009 -1.5730  0.129
C -7.8368 1.2621 -0.2856  -0.419
C -9.0688 0.2338 -0.7276  -0.299
O -8.7905 -0.5207 -1.9625  -0.379
C -7.9244 -1.6926 -1.6600  -0.453
H 1.3551 -1.4352 -0.0020  0.255
H 0.0192 -0.2106 0.7759  0.257
H -0.5009 -1.4083 -0.5878  0.174
H 1.0981 -0.0812 -2.3057  0.063
H 1.9042 0.8298 -0.8273  0.045
H -0.1957 2.1431 -0.2370  0.263
H 0.1244 2.4183 -2.1352  0.254
H -2.2213 0.8061 -0.5167  0.183
H -1.6113 -0.0304 -2.1556  -0.217
H -4.7406 1.4657 -4.0771  -0.325
H -4.4484 -0.3459 -2.1710  -0.340
H -5.2537 2.4358 -0.2570  0.362
H -5.4169 3.5370 -1.7792  0.003
H -7.3762 1.5764 -2.6060  0.342
H -7.7462 3.1660 -1.5371  -0.367
H -8.3435 2.0372 0.4642  0.166
H -6.9917 0.7046 0.3404  0.311
H -9.2971 -0.5666 0.1259  0.299
H -10.0897 0.8205 -0.8742  0.044
H -7.5324 -2.0965 -2.7075  0.198
H -7.0520 -1.3291 -0.9573  0.192
H -8.5164 -2.5433 -1.1016  0.235
C 5.7821 -1.9864 -0.7870  -1.269
C 4.3426 -2.1035 -1.2622  0.567
C 4.1960 -1.6444 -2.7042  -1.023
O 3.5035 -1.3107 -0.4265  -0.455
H 6.1244 -0.9462 -0.8262  0.367
H 5.8703 -2.3086 0.2562  0.252
H 6.4512 -2.5978 -1.4002  0.328
H 4.0082 -3.1427 -1.1710  0.135
H 4.4821 -0.5921 -2.8114  0.206
H 3.1528 -1.7226 -3.0287  0.057
H 4.8176 -2.2455 -3.3750  0.414
H 3.7930 -0.3862 -0.5012  0.347
C 8.9332 0.6647 2.6252  -1.366
C 8.4053 -0.5108 1.8183  0.588
C 9.0681 -1.8133 2.2377  -1.030
O 8.6503 -0.2808 0.4332  -0.508
H 10.0107 0.7924 2.4728  0.363
H 8.4562 1.5969 2.3041  0.365
H 8.7456 0.5254 3.6944  0.272
H 7.3207 -0.5906 1.9503  0.250
H 10.1505 -1.7734 2.0715  0.338
H 8.6875 -2.6486 1.6401  0.293
H 8.8847 -2.0268 3.2953  0.138
H 9.6110 -0.2088 0.3065  0.318
C -10.4109 5.3573 -0.5331  -1.040
C -11.0214 4.1011 0.0676  0.661
C -12.4136 4.3695 0.6167  -1.471
O -10.1835 3.6244 1.1173  -0.510
H -10.3086 6.1437 0.2231  0.263
H -9.4044 5.1521 -0.9132  0.255
H -11.0242 5.7403 -1.3546  0.220
H -11.0713 3.3155 -0.6942  0.208
H -12.3823 5.1209 1.4138  0.337
H -12.8356 3.4597 1.0570  0.375
H -13.0870 4.7229 -0.1702  0.348
H -10.1334 4.3155 1.7985  0.333
C 8.8232 -2.6748 7.6419  -1.423
C 7.9080 -1.9689 6.6541  0.608
C 6.6344 -1.4835 7.3278  -1.211
O 7.5717 -2.8654 5.5984  -0.437
H 8.3330 -3.5568 8.0691  0.306
H 9.7301 -3.0295 7.1404  0.344
H 9.1130 -2.0063 8.4585  0.410
H 8.4348 -1.1190 6.2068  0.262
H 6.0666 -2.3233 7.7438  0.127
H 5.9799 -0.9885 6.6023  0.348
H 6.8586 -0.7794 8.1350  0.431
H 7.1034 -3.6233 5.9862  0.232
C 2.8314 -2.6628 8.7717  -1.167
C 3.0935 -4.0963 9.2055  0.423
C 2.3105 -4.4475 10.4605  -1.290
O 4.4864 -4.2670 9.4546  -0.554
H 3.1414 -1.9552 9.5488  0.313
H 3.4109 -2.4203 7.8745  0.231
H 1.7702 -2.5032 8.5571  0.405
H 2.8190 -4.7818 8.3964  0.258
H 2.6020 -3.8032 11.2975  0.333
H 2.5185 -5.4779 10.7681  0.314
H 1.2337 -4.3413 10.2966  0.374
H 4.7392 -3.6622 10.1719  0.349
C 3.8292 -6.1925 -3.4633  -1.395
C 5.0102 -5.5865 -2.7220  1.168
C 6.3009 -6.3255 -3.0376  -1.493
O 4.7656 -5.6412 -1.3190  -0.420
H 3.6773 -7.2376 -3.1708  0.341
H 2.9052 -5.6583 -3.2170  0.338
H 3.9797 -6.1512 -4.5465  0.364
H 5.1141 -4.5309 -2.9956  -0.240
H 6.2367 -7.3753 -2.7301  0.348
H 7.1401 -5.8863 -2.4877  0.366
H 6.5256 -6.2882 -4.1080  0.372
H 4.6720 -6.5750 -1.0670  0.284
C -3.8152 5.6191 -3.5760  -1.293
C -5.2546 5.5020 -4.0513  0.728
C -5.4013 5.9611 -5.4933  -1.512
O -6.0938 6.2949 -3.2156  -0.508
H -3.4729 6.6593 -3.6153  0.415
H -3.7270 5.2969 -2.5329  0.303
H -3.1460 5.0077 -4.1893  0.349
H -5.5891 4.4629 -3.9600  0.149
H -5.1152 7.0134 -5.6005  0.363
H -6.4445 5.8830 -5.8178  0.340
H -4.7797 5.3600 -6.1641  0.369
H -5.8042 7.2194 -3.2903  0.316
C -1.0686 -2.0538 -5.0874  -0.894
C -0.8065 -3.4872 -4.6536  0.370
C -1.5895 -3.8385 -3.3986  -1.003
O 0.5864 -3.6579 -4.4045  -0.470
H -0.7586 -1.3462 -4.3103  0.028
H -0.4891 -1.8112 -5.9846  0.314
H -2.1298 -1.8941 -5.3020  0.381
H -1.0810 -4.1727 -5.4627  0.248
H -1.2980 -3.1941 -2.5616  0.062
H -1.3815 -4.8689 -3.0911  0.320
H -2.6663 -3.7323 -3.5625  0.406
H 0.8392 -3.0531 -3.6873  0.277
C 6.5691 3.3487 -4.2040  -1.390
C 6.6027 1.8289 -4.2314  0.655
C 7.7020 1.3152 -5.1474  -1.337
O 5.3435 1.3368 -4.6827  -0.519
H 6.3674 3.7543 -5.2017  0.345
H 5.7652 3.7040 -3.5503  0.342
H 7.5187 3.7581 -3.8458  0.367
H 6.7597 1.4458 -3.2172  0.207
H 7.5405 1.6488 -6.1786  0.341
H 7.7063 0.2201 -5.1669  0.315
H 8.6856 1.6637 -4.8176  0.368
H 5.1956 1.6719 -5.5827  0.325
C 4.4292 -6.3854 3.4012  -1.357
C 5.6102 -5.7794 4.1424  0.598
C 6.9009 -6.5184 3.8269  -1.252
O 5.3656 -5.8341 5.5454  -0.485
H 4.2773 -7.4304 3.6936  0.370
H 3.5052 -5.8512 3.6475  0.341
H 4.5797 -6.3441 2.3180  0.278
H 5.7141 -4.7238 3.8689  0.213
H 6.8367 -7.5681 4.1344  0.353
H 7.7401 -6.0792 4.3768  0.299
H 7.1256 -6.4811 2.7564  0.352
H 5.2720 -6.7678 5.7974  0.315
C -11.6082 10.0602 -2.5632  -1.363
C -12.2187 8.8040 -1.9625  0.516
C -13.6108 9.0724 -1.4134  -1.293
O -11.3808 8.3273 -0.9128  -0.462
H -11.5059 10.8466 -1.8070  0.347
H -10.6016 9.8550 -2.9433  0.325
H -12.2215 10.4432 -3.3847  0.373
H -12.2686 8.0184 -2.7243  0.262
H -13.5796 9.8238 -0.6164  0.344
H -14.0328 8.1626 -0.9732  0.294
H -14.2842 9.4258 -2.2003  0.375
H -11.3306 9.0184 -0.2316  0.303

The calculation puts the HOMO energy at -0.1581 hartree. As for the energy above the lowest of the compared OMol25 structures with the same formula, charge and spin: 112.4 kcal/mol. As for the charge: -1. The total energy is -124327.020 eV. The spin multiplicity is 1.